[1]
{
  "formula": "CH5IN5O",
  "method": "ωB97M-V/def2-TZVPD",
  "total_charge": 1,
  "smiles": "NN/C(N)=[N+](\\I)N=O",
  "mol_weight_g_mol": 230.0,
  "de_lowest_kcal_mol": 0.0,
  "homo_ev": -14.080,
  "lumo_energy_ev": -5.40,
  "orbital_gap_ev": 8.7,
  "e_tot_ev": -18705.537,
  "symbols": ["N", "N", "C", "N", "N", "I", "N", "O", "H", "H", "H", "H", "H"],
  "xyz": [[-1.638, 1.373, -0.071], [-0.309, 1.116, 0.196], [0.180, -0.139, 0.126], [-0.688, -1.075, -0.094], [1.651, -0.402, 0.172], [3.184, 1.007, 0.017], [2.084, -1.663, 0.048], [1.328, -2.629, -0.066], [-2.135, 2.011, 0.508], [-1.674, 1.181, -1.039], [0.211, 1.969, 0.168], [-0.542, -2.066, -0.081], [-1.653, -0.683, 0.116]]
}

***

[2]
{
  "formula": "C4H8N2O2S",
  "method": "ωB97M-V/def2-TZVPD",
  "smiles": "CC(C)=C(SN)[N+](=O)[O-]",
  "mol_weight_g_mol": 148.2,
  "de_lowest_kcal_mol": 107.7,
  "homo_ev": -8.949,
  "lumo_energy_ev": 0.10,
  "orbital_gap_ev": 9.0,
  "e_tot_ev": -22183.685,
  "symbols": ["C", "C", "C", "C", "S", "N", "N", "O", "O", "H", "H", "H", "H", "H", "H", "H", "H"],
  "xyz": [[-0.838, -1.073, -0.381], [0.419, -0.352, -0.060], [1.684, -1.248, -0.165], [0.360, 0.923, 0.253], [-1.274, 1.932, 0.200], [-0.999, 3.254, 1.280], [1.496, 1.826, 0.474], [2.462, 1.368, 0.994], [1.383, 2.989, 0.044], [-1.822, -0.736, 0.015], [-0.838, -1.125, -1.481], [-0.691, -2.138, -0.065], [2.321, -1.219, 0.695], [1.151, -2.195, -0.245], [2.197, -1.008, -1.118], [-1.201, 4.165, 0.888], [-1.575, 3.295, 2.127]]
}